# C29H54BFeN10S2

A molecular structure, C29H54BFeN10S2 (wB97M-V/def2-TZVPD, the OMol25 dataset).

Output
* 2S+1: 5
* total charge: +1
* max |F|: 0.8 eV/A
* HOMO energy (spin up / spin down): -9.23 / -9.24 eV
* molar mass: 673.612 Da
* relative energy (zero: lowest compared OMol25 entry of this formula, charge and spin): 2.7 kcal/mol
* HOMO-LUMO gap (spin up / spin down): 0.278 / 0.274 Eh

XYZ file:
```
97
Properties=species:S:1:pos:R:3:forces:R:3:lowdin_charge:R:1
Fe 0.69341 0.08524 0.08761 -0.35 -0.45 0.11 0.487
S -0.28651 2.29646 0.41367 -0.24 0.30 0.06 0.759
S 0.86941 0.25601 2.80913 -0.13 0.24 -0.12 0.894
N 1.14596 -2.71872 1.48855 0.15 0.12 0.20 -0.095
N 2.76536 0.04715 -0.56770 0.37 0.19 -0.20 0.053
N -0.06788 -0.36976 -1.91956 -0.34 0.32 -0.32 0.068
N -1.29618 4.59213 -0.41452 0.05 0.10 -0.06 -0.217
N 0.78280 -1.11360 -2.66378 0.13 0.03 0.22 -0.019
N 0.98764 -1.84285 0.37272 -0.35 -0.64 -0.08 -0.127
N 2.98327 -1.01031 -1.41050 -0.35 0.00 0.21 -0.010
N 0.28880 3.69003 -1.83464 0.01 -0.08 -0.04 -0.161
N 1.15027 -2.64805 -0.76758 0.78 0.12 0.21 -0.062
N -1.61622 -0.70462 1.06888 0.28 -0.16 -0.06 -0.076
C 3.28432 2.83375 0.68968 -0.07 0.08 0.05 -0.072
C -0.73455 -4.04077 -0.08576 0.11 0.15 -0.10 -0.037
C 4.96228 -0.12697 -1.00498 -0.04 -0.05 -0.09 -0.006
C 1.36934 2.77116 -2.17422 -0.08 -0.06 -0.01 -0.054
C 2.19718 -2.23201 2.44230 -0.04 -0.03 -0.13 -0.138
C -3.48705 -0.13395 -2.26503 -0.02 -0.02 0.02 -0.044
C -1.94121 -0.01667 2.31259 0.05 0.03 -0.06 -0.271
C 3.97141 0.58448 -0.32143 0.05 -0.11 0.02 -0.268
C -2.54919 1.96663 -3.24182 -0.03 0.04 -0.03 -0.049
C -0.84535 0.01503 3.39135 0.00 -0.02 0.09 -0.410
C -3.48192 -4.68196 1.08628 -0.03 0.00 0.01 -0.062
C -0.82200 5.98075 -0.38856 -0.05 -0.07 -0.08 -0.037
C -2.20592 -4.38782 1.87877 -0.02 -0.05 0.00 -0.376
C -1.26510 -3.35426 1.16835 -0.07 0.04 0.07 -0.353
C -2.13715 -2.07593 0.88533 -0.08 0.04 0.07 -0.108
C -0.03328 4.61960 -2.91763 0.00 0.01 0.15 -0.040
C 0.26738 -3.67035 -0.91603 -0.33 -0.12 -0.05 -0.108
C 4.49809 1.10578 2.05293 0.00 -0.02 0.02 -0.050
C -2.38744 4.36498 0.52321 0.02 -0.02 0.00 -0.094
C -2.26571 0.78854 -2.31592 0.04 -0.03 0.15 -0.379
C -0.42880 3.58537 -0.71389 0.13 -0.11 0.07 -0.646
C -2.57921 -4.01155 3.31551 0.00 0.03 0.03 -0.059
C 0.36299 -1.18612 -3.92382 -0.01 -0.07 -0.12 -0.054
C -1.04550 0.03037 -2.75615 -0.07 -0.08 0.25 -0.274
C -0.13919 -3.09020 2.15827 0.17 0.02 -0.01 -0.066
C 4.28506 -1.12071 -1.67848 0.07 -0.02 0.00 -0.060
C 4.28491 1.68891 0.65337 -0.03 0.02 0.02 -0.355
C -0.81072 -0.46461 -4.03817 0.12 0.02 -0.10 -0.004
C 1.71772 -1.21196 3.45700 0.12 0.00 0.12 -0.422
B 1.86361 -1.96241 -1.92431 -0.02 0.05 -0.20 -0.532
H 2.60449 -0.85044 3.97891 0.00 0.00 0.00 0.082
H -3.95418 -5.58579 1.47198 0.01 0.00 0.01 0.088
H -3.03510 -3.01978 3.37735 -0.01 0.00 -0.01 0.075
H -2.17328 1.01485 2.05765 0.00 0.08 -0.01 0.080
H 5.24400 2.09456 0.32114 0.01 0.01 0.01 0.138
H -2.83083 1.61548 -4.23622 -0.01 -0.01 0.00 0.086
H 3.21917 3.33037 -0.27903 -0.01 0.01 0.05 0.068
H -3.37219 2.57602 -2.86313 0.01 -0.01 0.01 0.087
H 4.63413 -1.89959 -2.33561 0.02 0.00 0.00 0.125
H -0.38915 -2.28651 2.83351 -0.06 0.01 0.05 0.076
H -2.07218 1.16846 -1.30750 0.00 0.05 -0.07 0.073
H 2.28368 2.50239 0.97523 0.10 -0.03 -0.03 0.005
H 1.08142 2.17561 -3.04354 -0.01 -0.03 0.01 0.100
H 6.02068 0.06879 -1.00728 0.00 0.00 0.01 0.110
H 2.33532 -2.74260 -2.71491 -0.02 0.07 0.05 0.120
H -1.41742 -0.33545 -4.91757 0.00 0.00 -0.01 0.109
H -1.07063 0.83757 4.07051 0.04 0.00 0.00 0.083
H -2.86812 3.41170 0.32215 0.00 0.00 0.00 0.072
H -1.67061 2.59566 -3.35654 0.05 0.09 0.01 0.051
H 2.97226 -1.81732 1.79926 0.02 0.01 0.03 0.124
H -3.31312 -4.71674 3.70620 0.00 -0.02 -0.02 0.088
H 0.08146 -3.98219 2.75105 -0.01 -0.01 -0.02 0.147
H 1.50699 -3.58551 1.07498 0.03 0.03 -0.03 0.178
H 2.59991 -3.09791 2.97321 -0.03 0.01 0.03 0.139
H 1.57481 2.10750 -1.34330 0.07 0.11 -0.14 0.002
H 3.58849 3.57752 1.42819 0.07 0.00 -0.02 0.089
H -1.51359 6.63929 -0.91417 0.00 0.00 -0.01 0.099
H -3.29591 -4.83226 0.02385 0.01 0.00 0.00 0.077
H 0.67289 5.45016 -2.94950 -0.01 0.02 0.01 0.099
H -2.04084 4.37961 1.56003 -0.01 0.00 0.00 0.085
H -1.04392 4.99868 -2.80720 -0.03 0.02 0.03 0.093
H -2.83691 -0.43230 2.79310 -0.01 -0.02 -0.06 0.121
H 3.55578 0.71692 2.43934 -0.06 -0.02 0.04 0.029
H -1.72904 -4.03261 3.99942 0.00 0.01 -0.01 0.074
H -3.70970 -0.53216 -3.25610 0.02 0.01 -0.02 0.089
H 0.46320 -4.27720 -1.79397 0.01 -0.04 0.01 0.127
H -3.32391 -0.98404 -1.60347 0.01 -0.02 0.01 0.058
H -3.03487 -2.15248 1.50442 -0.05 0.01 -0.03 0.097
H -1.24689 -4.94720 -0.37705 -0.03 0.02 -0.01 0.094
H 1.07745 -1.65044 4.22139 0.03 -0.05 -0.02 0.082
H 0.16161 6.06610 -0.83440 0.06 -0.01 -0.03 0.083
H 4.84650 1.87329 2.74534 0.00 0.01 -0.01 0.087
H -0.83964 -0.88667 4.00246 -0.07 0.01 0.01 0.063
H -2.46691 -2.15716 -0.14708 0.04 -0.05 -0.03 0.110
H 0.04130 4.07621 -3.85844 0.00 -0.01 -0.02 0.095
H -0.74978 6.30472 0.65236 0.00 0.01 0.00 0.100
H 5.22678 0.29388 2.04298 0.00 0.02 -0.02 0.087
H -4.21174 -3.87653 1.18638 0.00 0.00 0.00 0.081
H 0.91240 -1.76817 -4.64519 -0.01 0.01 -0.02 0.127
H -4.36799 0.40801 -1.91550 0.01 0.01 0.00 0.086
H -3.11380 5.16393 0.37868 -0.01 0.00 0.01 0.096
H 2.26653 3.34280 -2.41604 -0.01 0.00 -0.02 0.103
H -1.96270 -0.15408 0.29471 -0.06 0.03 0.06 0.056
H -1.62142 -5.31315 1.92596 -0.01 -0.01 -0.03 0.140
```
Positions in Å, forces in eV/Å.